[1]
Computed, not measured: the molecule C5H4N2O2S in a non-equilibrium geometry, with wB97M-V/def2-TZVPD.

Each line ends with the natural charge from an NBO analysis.
Atoms and positions in Å:
C  1.702  -0.178  -0.319  -0.259
C  0.697  0.776  0.200  -0.181
C  1.511  -1.546  -0.288  0.011
C  -0.843  -1.932  0.457  0.213
C  -0.532  0.819  -0.317  -0.098
N  0.321  -2.083  0.138  -0.490
N  -1.562  1.753  0.178  0.502
O  -2.468  1.936  -0.654  -0.400
O  -1.595  2.259  1.262  -0.350
S  -2.295  -1.652  0.788  0.115
H  2.782  0.264  -0.512  0.239
H  0.995  1.515  0.965  0.246
H  2.149  -2.262  -0.743  0.222
H  -0.863  0.332  -1.157  0.230

Properties
Orbital gap, eV: 8.28
Calculated total energy, eV: -23155.237
Net charge: 0

=====

[2]
Computed, not measured: C8H10IrO6P as an isolated structure in a non-equilibrium geometry, with wB97M-V/def2-TZVPD.

Each line ends with the Löwdin spin population.
Atoms and positions in Å:
O  1.534  -2.419  -0.416  0.066
C  0.614  -1.953  -0.905  0.351
Ir  -0.010  1.350  -3.056  1.626
C  -0.695  2.094  -1.418  0.218
O  -1.124  2.810  -0.590  0.119
C  0.525  2.757  -4.274  0.209
O  1.026  3.590  -4.902  0.128
C  -1.220  0.036  -3.760  0.292
O  -2.128  -0.661  -4.143  0.256
C  1.812  0.971  -2.462  0.227
O  2.882  1.058  -2.034  0.128
H  -0.425  -1.182  -1.335  0.291
C  -0.964  0.630  2.967  0.000
P  -0.238  -0.287  1.618  0.127
C  -1.097  -1.901  1.489  0.138
C  1.484  -0.716  2.125  0.171
O  -0.222  0.358  0.268  0.602
H  -0.238  0.828  3.763  0.002
H  -1.799  0.088  3.426  0.003
H  -1.330  1.591  2.595  0.000
H  -1.953  -1.767  0.815  0.004
H  -0.444  -2.696  1.094  0.004
H  -1.473  -2.224  2.465  0.013
H  1.965  -1.332  1.364  0.005
H  2.027  0.229  2.228  0.005
H  1.490  -1.251  3.079  0.013

Properties
Orbital gap (alpha / beta), eV: 4.99 / 6.50
2S+1: 6
Calculated total energy, eV: -32829.475
⟨S²⟩: 8.78
Net charge: +3

=====

[3]
Computed, not measured: the molecule C21H24Cl2N4O4 in a non-equilibrium geometry, with wB97M-V/def2-TZVPD.

Each line ends with the natural charge from an NBO analysis.
Atoms and positions in Å:
C  -3.862  -2.016  -0.790  -0.667
C  -3.209  -0.688  -0.808  0.354
C  -3.090  0.289  0.137  -0.376
C  -2.313  1.288  -0.506  0.324
N  -2.001  0.921  -1.731  -0.221
O  -2.564  -0.307  -1.926  -0.291
N  -1.862  2.486  0.000  -0.634
C  -1.717  2.752  1.340  0.696
O  -2.134  2.024  2.207  -0.589
C  -0.931  4.019  1.612  -0.485
C  0.575  3.704  1.515  -0.490
C  0.885  3.321  0.079  0.694
O  0.736  4.117  -0.831  -0.644
N  1.211  2.029  -0.178  -0.450
C  1.394  1.023  0.795  0.146
C  2.452  1.078  1.695  -0.197
C  2.622  0.071  2.626  -0.204
C  1.747  -1.004  2.666  -0.068
C  0.691  -1.063  1.761  -0.065
C  0.517  -0.054  0.833  -0.184
H  -0.305  -0.111  0.140  0.233
Cl  -0.413  -2.379  1.787  0.033
Cl  1.973  -2.256  3.825  0.037
H  3.445  0.106  3.322  0.235
H  3.147  1.902  1.653  0.228
C  1.281  1.659  -1.592  -0.309
H  2.009  2.320  -2.073  0.243
H  0.304  1.826  -2.059  0.222
C  1.743  0.214  -1.774  0.674
O  2.838  -0.168  -1.415  -0.631
N  0.830  -0.571  -2.370  -0.616
H  -0.072  -0.194  -2.624  0.414
C  1.066  -1.966  -2.677  -0.058
C  0.012  -2.869  -2.012  -0.416
H  -0.424  -2.393  -1.136  0.214
H  0.478  -3.801  -1.694  0.211
C  -1.006  -3.147  -3.115  -0.412
H  -1.665  -2.288  -3.245  0.202
H  -1.616  -4.026  -2.909  0.210
C  -0.122  -3.322  -4.346  -0.401
H  0.347  -4.306  -4.322  0.197
C  0.939  -2.228  -4.193  -0.415
H  0.610  -1.313  -4.686  0.207
H  1.891  -2.519  -4.632  0.220
H  -0.677  -3.229  -5.279  0.212
H  2.071  -2.179  -2.304  0.241
H  0.832  2.915  2.219  0.235
H  1.137  4.607  1.757  0.244
H  -1.185  4.797  0.891  0.233
H  -1.166  4.362  2.620  0.243
H  -1.433  3.107  -0.674  0.432
H  -3.466  0.314  1.136  0.269
H  -4.281  -2.240  -1.768  0.239
H  -4.645  -2.032  -0.038  0.239
H  -3.130  -2.787  -0.548  0.241

Properties
Orbital gap, eV: 9.63
Calculated total energy, eV: -61363.007
Net charge: 0

=====

[4]
Computed, not measured: the molecule C23H15NO3 in a non-equilibrium geometry, with wB97M-V/def2-TZVPD.

Each line ends with the natural charge from an NBO analysis.
Atoms and positions in Å:
N  0.345  4.125  -0.578  -0.415
O  3.178  -1.933  3.019  -0.427
O  -4.687  1.358  -2.578  -0.466
O  -3.243  -0.486  -3.058  -0.481
C  1.174  3.055  -0.862  0.018
C  0.116  -3.678  4.300  -0.198
C  -0.792  -3.157  3.410  -0.235
C  1.456  -3.270  4.343  -0.249
C  3.992  -0.602  1.011  -0.235
C  -0.345  -2.318  2.400  -0.161
C  3.593  0.017  -0.204  -0.204
C  1.283  -0.611  0.226  -0.221
C  1.922  -2.455  3.301  0.299
C  3.035  -1.232  1.822  0.275
C  -3.390  1.586  -2.205  0.220
C  -2.553  0.483  -2.437  0.327
C  1.026  -1.991  2.366  -0.134
C  1.715  -1.258  1.378  -0.026
C  2.229  0.082  -0.544  -0.007
C  -0.955  3.969  -0.817  0.069
C  -2.852  2.719  -1.646  -0.218
C  -1.199  0.529  -2.184  -0.327
C  0.761  1.867  -1.456  -0.061
C  -1.487  2.788  -1.357  -0.121
C  -0.609  1.702  -1.660  0.048
C  -4.617  0.028  -3.131  0.222
C  1.800  0.833  -1.775  -0.442
H  2.238  3.176  -0.681  0.192
H  -0.246  -4.402  5.021  0.216
H  -1.810  -3.484  3.519  0.216
H  2.176  -3.655  5.059  0.227
H  5.040  -0.545  1.254  0.224
H  -1.013  -1.974  1.596  0.214
H  4.335  0.495  -0.816  0.214
H  0.256  -0.610  -0.051  0.215
H  -1.639  4.802  -0.604  0.190
H  -3.536  3.531  -1.470  0.225
H  -0.589  -0.365  -2.416  0.226
H  -5.292  -0.638  -2.558  0.169
H  -4.939  0.059  -4.166  0.172
H  1.447  0.109  -2.522  0.223
H  2.676  1.349  -2.248  0.226

Properties
Orbital gap, eV: 8.58
Calculated total energy, eV: -31726.370
Net charge: 0

=====

[5]
Computed, not measured: C9H10BClO6SZr as an isolated structure in a non-equilibrium geometry, with wB97M-V/def2-TZVPD.

Each line ends with the Löwdin charge.
Atoms and positions in Å:
C  3.080  -1.433  -0.251  0.059
O  2.076  -0.931  -1.185  0.122
B  1.833  0.376  -1.143  -0.641
O  2.572  1.275  -1.759  0.325
C  0.452  0.843  -0.329  -0.188
C  -0.542  -0.283  -0.223  -0.097
C  -0.771  -1.007  0.950  -0.154
C  -1.806  -1.925  0.982  -0.083
C  -2.541  -2.178  -0.158  0.123
C  -2.293  -1.492  -1.333  0.113
C  -1.329  -0.552  -1.352  0.112
O  -0.436  1.940  -0.863  -0.085
S  -1.321  2.515  0.377  0.762
O  -2.548  1.738  0.746  -0.336
O  -1.473  3.873  0.335  0.008
O  -0.436  1.895  1.636  -0.328
C  0.894  1.546  1.014  -0.538
Cl  1.602  3.094  0.710  1.021
H  2.756  -2.380  0.133  0.110
H  3.197  -0.765  0.597  0.095
H  4.037  -1.532  -0.728  0.127
H  3.228  1.774  -1.252  0.162
H  -0.161  -0.741  1.800  0.139
H  -2.011  -2.444  1.902  0.147
H  -3.333  -2.902  -0.147  0.175
H  -2.879  -1.671  -2.212  0.176
H  -1.171  -0.006  -2.258  0.181
H  1.576  1.007  1.651  0.147
Zr  -2.252  0.364  2.361  2.350

Properties
Orbital gap, eV: 3.65
Calculated total energy, eV: -47038.870
Net charge: +4

=====

[6]
Computed, not measured: the molecule C3H6ClNO in a non-equilibrium geometry, with wB97M-V/def2-TZVPD.

Each line ends with the natural charge from an NBO analysis.
Atoms and positions in Å:
C  0.276  -0.014  0.315  0.062
C  1.390  -1.187  -0.293  -0.579
C  -1.316  0.407  0.020  0.249
N  -1.645  1.582  -0.133  -0.669
O  1.057  1.106  0.123  -0.723
Cl  -2.415  -0.925  0.058  -0.020
H  0.048  -0.069  1.442  0.173
H  2.258  -0.611  -0.292  0.229
H  1.209  -1.687  -1.171  0.210
H  1.436  -1.971  0.392  0.203
H  -2.661  1.682  -0.251  0.377
H  0.363  1.687  -0.210  0.488

Properties
Orbital gap, eV: 10.82
Calculated total energy, eV: -19266.257
Net charge: 0